(1)
155
Properties=species:S:1:pos:R:3 method="wB97M-V/def2-TZVPD" homo_energy_ev="-7.7 / -7.7" e_above_lowest_kcal_mol=75.0 homo_lumo_gap_ev="6.40 / 7.27" s_squared=2.0147 multiplicity=3 molar_mass_g_mol=1064.2
V -4.28634 -5.41933 -24.18015
N -2.23032 -4.02903 -23.04519
O -1.32402 -3.50311 -22.49537
O -2.19168 -4.57075 -24.15239
O -3.43960 -4.13170 -22.65747
N -3.70575 -5.32827 -26.82544
O -3.10722 -5.12923 -27.87541
O -4.34816 -4.46706 -26.19531
O -3.64602 -6.33833 -26.08108
C -8.01925 -3.98790 -25.60446
F -9.29997 -4.47211 -25.82489
F -7.33901 -4.17082 -26.72191
F -8.03083 -2.69940 -25.18557
S -7.04971 -5.03727 -24.25719
O -7.99247 -5.64892 -23.33738
O -6.16728 -6.02744 -24.88528
O -5.96650 -4.27708 -23.63877
N -4.28884 -0.73466 -25.95125
C -5.59166 -0.72845 -25.43335
C -5.44635 -0.90019 -24.04444
C -4.08187 -1.01576 -23.69352
C -3.45173 -0.84428 -24.89034
H -4.07771 -0.55682 -26.92279
H -6.48095 -0.60464 -26.03353
H -6.22268 -0.76569 -23.30578
H -3.72510 -1.14704 -22.68263
H -2.39760 -0.62172 -24.96572
N -3.87268 -2.32247 -28.90664
C -5.22669 -2.29312 -29.09818
C -5.48682 -1.22323 -29.93520
C -4.33680 -0.61272 -30.31880
C -3.29018 -1.27659 -29.62195
H -3.39799 -3.04216 -28.38050
H -5.91164 -3.01927 -28.68591
H -6.49390 -0.99987 -30.25503
H -4.21439 0.24990 -30.95700
H -2.23919 -1.03236 -29.66856
N -9.47661 -0.21970 -21.20378
C -9.20084 -0.12224 -19.86017
C -8.01926 -0.72002 -19.59636
C -7.48899 -1.16632 -20.85668
C -8.40003 -0.84490 -21.81692
H -10.26620 0.25237 -21.62067
H -9.91806 0.47921 -19.32143
H -7.50200 -0.79381 -18.65117
H -6.55005 -1.69965 -20.87520
H -8.54627 -1.01973 -22.87259
N -8.60101 -3.88146 -19.73997
C -9.15932 -4.86865 -20.48565
C -9.02862 -6.12889 -19.85780
C -8.47329 -5.89455 -18.59259
C -8.19186 -4.50298 -18.57606
H -8.52718 -2.92184 -20.04620
H -9.56629 -4.73123 -21.47655
H -9.41150 -7.07325 -20.21558
H -8.41394 -6.64055 -17.81390
H -7.64458 -3.98560 -17.80198
N -8.87910 -3.61445 -30.82903
C -9.66226 -4.52372 -31.40698
C -10.36664 -5.18623 -30.36955
C -10.02606 -4.52867 -29.11898
C -9.12093 -3.49190 -29.47274
H -8.21534 -3.09858 -31.38885
H -9.58956 -4.81913 -32.44325
H -10.99467 -6.06025 -30.45929
H -10.43298 -4.86055 -28.17522
H -8.56769 -2.74770 -28.91913
C -10.78070 -9.30209 -28.28107
C -9.82988 -9.14407 -29.50450
N -8.41550 -9.02686 -29.10889
C -7.57918 -9.28361 -30.25601
C -7.69773 -8.29824 -31.43331
C -8.15025 -7.80993 -28.35618
C -6.71158 -7.48271 -27.87944
H -11.76695 -9.65169 -28.58634
H -10.75349 -8.49572 -27.54817
H -10.35346 -10.14232 -27.73374
H -9.99982 -10.06958 -30.05464
H -10.02871 -8.36638 -30.24191
H -6.58852 -9.38643 -29.81317
H -7.86071 -10.28839 -30.57105
H -8.68123 -8.06202 -31.83954
H -7.27507 -7.36475 -31.06176
H -7.05540 -8.62036 -32.25291
H -8.83002 -7.76030 -27.50557
H -8.47315 -6.93996 -28.92802
H -6.64486 -6.40012 -27.77156
H -5.91542 -7.89224 -28.50113
H -6.57701 -7.91518 -26.88799
C -11.53284 -2.17510 -24.56046
C -12.71884 -2.47980 -25.54971
N -12.85546 -1.55244 -26.62330
C -13.37792 -0.24988 -26.25006
C -14.64806 -0.27542 -25.42837
C -13.77206 -2.01787 -27.65412
C -13.29477 -3.20787 -28.43082
H -11.27376 -2.97011 -23.86122
H -11.95706 -1.37223 -23.95753
H -10.60342 -1.86478 -25.03794
H -12.84889 -3.49980 -25.91137
H -13.64151 -2.48692 -24.96944
H -12.57754 0.28403 -25.73778
H -13.58656 0.35710 -27.13105
H -14.49187 -0.52763 -24.37952
H -15.07180 0.72533 -25.34442
H -15.44726 -0.94731 -25.74130
H -13.98195 -1.23471 -28.38261
H -14.72087 -2.21974 -27.15701
H -12.41592 -2.93826 -29.01651
H -14.04047 -3.41273 -29.19898
H -13.03025 -4.08343 -27.83793
C -4.24818 -9.82597 -23.25493
C -4.18617 -8.36730 -23.82122
N -4.01652 -7.18527 -22.92962
C -2.67487 -7.37222 -22.26606
C -1.49115 -7.55879 -23.27894
C -5.04861 -7.26948 -21.81319
C -5.10963 -6.09322 -20.84086
H -5.08454 -10.03131 -22.58677
H -3.30839 -9.98237 -22.72538
H -4.29921 -10.50406 -24.10681
H -3.38114 -8.29385 -24.55240
H -5.11714 -8.19533 -24.36142
H -2.51883 -6.57642 -21.53774
H -2.61855 -8.31577 -21.72326
H -1.22593 -8.60554 -23.42752
H -1.76754 -7.19489 -24.26853
H -0.55870 -7.07962 -22.98057
H -4.95388 -8.16101 -21.19327
H -6.06835 -7.41004 -22.17162
H -5.72421 -6.39672 -19.99334
H -5.62513 -5.25136 -21.30307
H -4.12613 -5.80122 -20.47270
C -10.28863 -7.87385 -24.53610
C -11.26120 -6.70941 -24.30412
N -12.56367 -7.14688 -23.69569
C -12.50258 -8.01048 -22.53525
C -13.77884 -8.01016 -21.75149
C -13.45199 -7.70279 -24.81725
C -13.58270 -6.82174 -26.07735
H -9.26212 -7.52281 -24.64165
H -10.53452 -8.42134 -25.44599
H -10.16108 -8.67361 -23.80657
H -10.77134 -6.04177 -23.59533
H -11.41346 -6.05676 -25.16375
H -12.29688 -9.02252 -22.88390
H -11.63746 -7.79705 -21.90747
H -14.52279 -8.67738 -22.18677
H -13.57442 -8.40279 -20.75542
H -14.33832 -7.08514 -21.61212
H -14.46831 -7.71531 -24.42349
H -13.18333 -8.70768 -25.14300
H -14.44726 -7.11807 -26.67135
H -12.69934 -6.83563 -26.71576
H -13.80699 -5.78284 -25.83555

---

(2)
155
Properties=species:S:1:pos:R:3 method="wB97M-V/def2-TZVPD" homo_energy_ev="-9.5 / -9.5" total_charge=+1 homo_lumo_gap_ev="6.36 / 2.87" s_squared=3.7793 multiplicity=4 molar_mass_g_mol=1064.2
V 1.86046 4.08249 -0.92860
N 4.46737 3.29182 -0.57982
O 4.01440 4.20184 -1.32524
O 5.58991 2.97234 -0.32946
O 3.46042 2.88999 -0.01692
N 0.54568 4.95698 -3.12205
O 0.13268 4.96283 -1.98730
O -0.11507 5.09230 -4.13714
O 1.74989 4.65500 -3.08159
C 0.45076 0.24791 0.30406
F 1.76919 0.17106 0.41989
F 0.03577 -0.67112 -0.60191
F -0.22664 0.05678 1.49813
S 0.02803 1.98823 -0.38438
O -1.38437 2.12164 -0.60929
O 0.70440 3.01114 0.43474
O 0.87332 2.28210 -1.53102
N -4.25854 0.89334 -1.37392
C -5.54930 0.61612 -1.72590
C -5.85599 -0.62298 -1.28790
C -4.67626 -1.14467 -0.74803
C -3.66911 -0.24081 -0.84808
H -3.75265 1.74632 -1.56519
H -6.18065 1.27831 -2.29974
H -6.74857 -1.21806 -1.41273
H -4.54003 -2.15060 -0.37934
H -2.59895 -0.29642 -0.71362
N 6.13966 0.56455 3.67105
C 6.21730 0.67713 2.30356
C 4.88195 0.69501 1.87158
C 4.05519 0.68581 2.98965
C 4.84067 0.73216 4.09618
H 6.94838 0.58411 4.27577
H 7.09958 0.59069 1.68671
H 4.57380 0.53573 0.84879
H 2.98800 0.53331 3.05495
H 4.69529 0.78564 5.16501
N 2.66936 -3.80032 -1.55616
C 2.63775 -2.92189 -0.48440
C 3.95501 -2.68465 -0.04127
C 4.79607 -3.61455 -0.70660
C 3.94922 -4.31511 -1.61194
H 1.91440 -4.15160 -2.12777
H 1.68059 -2.50160 -0.21312
H 4.23377 -1.92788 0.67705
H 5.86536 -3.70725 -0.58655
H 4.22297 -5.11737 -2.28115
N -0.93764 2.44374 -5.25485
C -1.74795 1.75933 -4.36503
C -2.24262 0.61632 -4.97151
C -1.64085 0.60614 -6.28191
C -0.87506 1.77248 -6.43581
H -0.55187 3.36404 -5.09892
H -1.92248 2.19763 -3.39352
H -2.90077 -0.11901 -4.53276
H -1.87676 -0.16204 -7.00347
H -0.38755 2.13097 -7.33036
N 4.57629 0.60373 -3.42335
C 4.03035 1.65910 -4.08335
C 2.67964 1.62786 -3.77475
C 2.39216 0.49319 -3.06200
C 3.58575 -0.13724 -2.77997
H 5.52600 0.26687 -3.35489
H 4.66869 2.34220 -4.62401
H 1.98795 2.37557 -4.13376
H 1.41555 0.10260 -2.81688
H 3.98336 -1.00847 -2.28072
C -0.74608 -3.10308 5.73710
C -0.18060 -4.16672 4.79441
N -0.92709 -4.40364 3.51483
C -2.31835 -4.81995 3.84492
C -2.47506 -5.94653 4.85865
C -0.93667 -3.21212 2.71615
C -1.37172 -3.47264 1.27833
H -1.70225 -3.40715 6.16298
H -0.81018 -2.13807 5.23438
H -0.09160 -2.87950 6.57959
H 0.83990 -3.84194 4.59146
H -0.08741 -5.15265 5.24978
H -2.78198 -5.14023 2.91187
H -2.84096 -3.95657 4.25668
H -3.49782 -6.26977 5.05251
H -2.13068 -5.56159 5.81849
H -1.86148 -6.81285 4.61140
H -1.44962 -2.34248 3.12690
H 0.11449 -2.97491 2.55218
H -2.44754 -3.64255 1.23529
H -1.22642 -2.58714 0.65957
H -0.78596 -4.24207 0.77539
C -0.65968 5.50374 1.26754
C 0.53726 6.36211 0.78571
N 1.84701 5.70314 0.50195
C 2.78781 6.75424 0.06490
C 2.55185 7.22911 -1.31864
C 2.37461 5.16461 1.77489
C 2.46786 6.08342 3.05384
H -0.37889 4.99116 2.18760
H -0.99369 4.70022 0.61112
H -1.59478 6.03541 1.44366
H 0.13830 6.91589 -0.06415
H 0.66122 7.18439 1.49041
H 2.74092 7.69622 0.61133
H 3.85071 6.52501 0.14092
H 3.08388 8.17866 -1.37701
H 3.07114 6.61870 -2.05744
H 1.52012 7.26961 -1.66791
H 3.40944 4.90264 1.55445
H 1.82695 4.25817 2.03284
H 3.00164 5.43454 3.74821
H 1.53713 6.51493 3.42213
H 3.13661 6.92108 2.85590
C -6.97649 2.32697 3.03394
C -5.69263 2.07819 2.24663
N -4.72316 1.42688 3.13493
C -5.00009 -0.05242 3.13940
C -4.29660 -0.68796 4.31825
C -3.31757 1.61464 2.74631
C -2.89350 2.96035 3.17385
H -6.85794 2.94480 3.92408
H -7.40811 1.42303 3.46371
H -7.79781 2.68284 2.41194
H -5.96306 1.39215 1.44393
H -5.31822 3.03624 1.88598
H -6.06241 -0.28249 3.22097
H -4.64376 -0.51275 2.21786
H -4.34577 -1.77684 4.32023
H -3.23344 -0.44894 4.34420
H -4.73474 -0.25654 5.21825
H -3.13417 1.49821 1.67818
H -2.63062 0.88961 3.18281
H -3.51356 3.77556 2.80098
H -1.90079 3.17033 2.77568
H -2.84805 3.21658 4.23233
C 1.26509 -6.15038 -5.58845
C 1.84133 -5.32946 -4.39005
N 0.81058 -4.96075 -3.39364
C 0.11037 -6.08145 -2.76001
C 1.07198 -7.17136 -2.21119
C -0.19163 -3.94485 -3.94387
C -0.75332 -3.16109 -2.79962
H 1.99109 -6.83523 -6.02664
H 0.75322 -5.54673 -6.33791
H 0.57682 -6.87265 -5.14944
H 2.68497 -5.83730 -3.92264
H 2.17331 -4.39423 -4.84085
H -0.34503 -5.57281 -1.91030
H -0.72801 -6.40068 -3.37912
H 0.46620 -7.71141 -1.48355
H 1.38202 -7.97531 -2.87877
H 1.92433 -6.75364 -1.67536
H -0.94320 -4.49678 -4.50835
H 0.41333 -3.22119 -4.49015
H -1.38149 -3.68253 -2.07738
H -1.31538 -2.31874 -3.20287
H 0.03092 -2.62353 -2.26661